Record 1
Below is C38H79InN4O6 as an isolated structure, with properties calculated with the ωB97M-V functional and the def2-TZVPD basis.

Element x y z (Å)
In: 2.724 0.502 3.746
C: -0.892 0.838 0.832
C: 0.312 -0.111 0.489
O: 1.340 -0.031 1.143
O: 0.333 -0.792 -0.563
H: -1.821 0.394 0.474
H: -0.841 1.762 0.256
H: -0.869 1.202 1.859
C: 0.427 -6.182 0.175
C: 1.658 -5.188 0.297
C: 2.778 -6.025 0.973
C: 3.552 -6.956 0.119
C: 4.099 -6.194 -1.127
C: 3.049 -5.486 -1.934
N: 2.272 -4.632 -1.061
O: 1.463 -3.659 -1.674
C: 3.847 -4.691 -2.986
C: 2.092 -6.484 -2.649
C: 1.283 -3.982 1.296
H: 0.144 -6.791 1.034
H: 0.520 -6.991 -0.549
H: -0.472 -5.730 -0.245
H: 3.471 -5.265 1.333
H: 2.419 -6.537 1.866
H: 2.925 -7.777 -0.229
H: 4.386 -7.349 0.700
H: 4.623 -6.968 -1.687
H: 4.929 -5.598 -0.748
H: 4.330 -5.451 -3.600
H: 3.045 -4.183 -3.520
H: 4.551 -3.872 -2.838
H: 2.412 -6.932 -3.590
H: 1.864 -7.367 -2.052
H: 1.195 -5.941 -2.946
H: 0.680 -3.157 0.916
H: 2.264 -3.522 1.420
H: 1.007 -4.333 2.290
H: 0.886 -4.204 -2.214
C: 1.990 3.740 1.504
C: 1.040 4.664 2.277
C: 0.419 5.529 1.176
C: -0.835 6.243 1.571
C: -1.860 5.233 2.070
C: -1.327 4.349 3.306
N: 0.041 3.833 2.936
O: 0.514 3.005 3.849
C: -1.373 5.120 4.570
C: -2.339 3.179 3.504
C: 1.851 5.623 3.150
H: 2.358 4.123 0.552
H: 1.547 2.829 1.103
H: 2.907 3.534 2.057
H: 1.213 6.045 0.635
H: 0.028 4.807 0.459
H: -1.136 6.851 0.718
H: -0.456 6.920 2.337
H: -2.139 4.612 1.218
H: -2.728 5.759 2.467
H: -1.187 6.157 4.293
H: -2.297 5.047 5.144
H: -0.586 4.904 5.292
H: -2.691 2.726 2.577
H: -2.124 2.314 4.131
H: -3.291 3.602 3.825
H: 2.483 6.212 2.485
H: 2.572 5.176 3.833
H: 1.220 6.295 3.734
H: 0.761 3.703 4.460
C: 0.201 3.497 -2.299
C: 1.012 2.640 -3.345
C: 0.865 3.331 -4.791
C: 1.825 4.560 -4.823
C: 3.317 4.087 -4.414
C: 3.454 3.406 -3.077
N: 2.386 2.436 -2.882
O: 2.344 1.725 -1.731
C: 4.716 2.551 -3.312
C: 3.660 4.394 -1.887
C: 0.225 1.282 -3.421
H: 0.186 2.910 -1.381
H: -0.841 3.481 -2.620
H: 0.640 4.474 -2.099
H: 1.143 2.596 -5.546
H: -0.104 3.830 -4.827
H: 1.483 5.350 -4.155
H: 1.907 5.058 -5.790
H: 3.820 5.044 -4.557
H: 3.655 3.422 -5.209
H: 4.546 1.669 -3.929
H: 5.622 3.119 -3.525
H: 4.957 1.981 -2.415
H: 4.015 3.931 -0.966
H: 4.538 4.964 -2.190
H: 2.729 4.904 -1.640
H: 0.797 0.631 -4.082
H: -0.729 1.423 -3.930
H: -0.043 0.725 -2.523
H: 2.236 2.484 -1.152
C: -4.169 -0.657 2.590
C: -5.077 -1.530 1.630
C: -5.046 -1.004 0.211
C: -3.994 -1.679 -0.806
C: -3.986 -3.145 -0.751
C: -3.902 -3.686 0.677
N: -4.812 -3.036 1.701
O: -4.882 -3.561 2.996
C: -4.246 -5.155 0.598
C: -2.477 -3.519 1.274
C: -6.475 -1.166 2.195
H: -3.143 -0.921 2.332
H: -4.175 0.421 2.750
H: -4.252 -1.052 3.602
H: -6.009 -1.273 -0.223
H: -5.051 0.086 0.209
H: -4.310 -1.555 -1.842
H: -3.018 -1.236 -0.610
H: -3.097 -3.516 -1.260
H: -4.759 -3.584 -1.382
H: -3.751 -5.890 -0.036
H: -5.318 -5.132 0.398
H: -4.147 -5.400 1.656
H: -2.204 -2.464 1.296
H: -1.776 -3.960 0.566
H: -2.246 -4.006 2.222
H: -6.890 -0.277 1.721
H: -7.212 -1.922 1.924
H: -6.645 -1.273 3.266
H: -4.054 -3.258 3.376

## Properties
HOMO level (alpha / beta), eV: -8.93 / -8.93
Total charge: +1
Spin multiplicity: 2
Orbital gap (alpha / beta), eV: 5.774 / 2.559

Atomic partial charges in e from the Löwdin method, atoms 1 to 5: 0.97 -0.01 -0.78 -0.19 -0.05


Record 2
Below is a 3-piece molecular cluster, C38H81N3O12P2 overall, with properties calculated with the ωB97M-V functional and the def2-TZVPD basis.

Element x y z (Å)
H: 1.104 -1.542 -0.718
N: 2.124 -1.654 -0.801
C: 2.508 -1.427 -2.050
N: 3.932 -1.592 -2.327
N: 1.457 -1.087 -3.019
C: 1.947 -0.319 -4.202
C: 1.621 1.252 -4.174
C: 1.462 1.883 -2.712
C: -0.001 2.527 -2.513
C: -0.627 2.325 -1.069
C: -0.945 0.726 -0.935
C: -1.992 0.187 -2.020
C: -3.175 -0.721 -1.384
O: -4.241 -0.749 -2.373
C: -2.049 2.958 -0.686
C: -3.030 3.516 -1.820
C: -4.488 2.850 -1.555
C: -5.690 3.669 -2.215
C: -7.046 2.822 -1.891
C: -8.307 3.750 -1.558
C: -9.364 2.810 -0.745
C: -10.872 2.983 -1.241
C: -11.712 1.748 -0.592
C: -11.893 0.522 -1.614
O: -11.245 -0.693 -1.135
C: -11.930 -1.853 -1.662
C: -1.735 3.852 0.608
O: -2.139 4.967 0.953
O: -0.767 3.013 1.293
C: 0.213 2.596 0.263
C: 1.314 3.741 0.367
C: 1.143 4.976 -0.632
C: 2.827 3.138 0.314
C: 3.008 2.052 1.506
H: 3.969 -2.158 -3.198
H: 4.319 -2.140 -1.543
H: 1.109 -1.984 -3.411
H: 3.053 -0.434 -4.441
H: 1.387 -0.745 -5.117
H: 0.733 1.434 -4.871
H: 2.514 1.774 -4.682
H: 2.203 2.765 -2.659
H: 1.776 1.180 -1.865
H: -0.652 2.119 -3.371
H: 0.108 3.649 -2.755
H: -1.334 0.467 0.114
H: 0.049 0.203 -1.116
H: -2.389 1.000 -2.718
H: -1.407 -0.536 -2.706
H: -2.811 -1.785 -1.158
H: -3.505 -0.200 -0.429
H: -4.109 -1.518 -2.966
H: -2.679 2.117 -0.211
H: -2.632 3.245 -2.865
H: -3.154 4.650 -1.793
H: -4.678 2.860 -0.418
H: -4.494 1.791 -1.984
H: -5.811 4.721 -1.798
H: -5.625 3.709 -3.350
H: -6.817 2.231 -0.927
H: -7.255 2.043 -2.709
H: -8.815 4.187 -2.488
H: -8.012 4.573 -0.827
H: -9.309 2.992 0.388
H: -9.063 1.724 -0.937
H: -11.004 2.935 -2.370
H: -11.376 3.945 -0.888
H: -12.767 2.082 -0.303
H: -11.199 1.338 0.346
H: -11.548 0.782 -2.683
H: -13.013 0.266 -1.702
H: -11.912 -1.885 -2.814
H: -11.438 -2.835 -1.328
H: -13.036 -1.869 -1.338
H: 0.478 1.540 0.627
H: 1.229 4.177 1.430
H: 0.075 5.207 -0.942
H: 1.697 4.689 -1.604
H: 1.713 5.893 -0.237
H: 3.493 4.024 0.632
H: 3.102 2.722 -0.704
H: 2.528 2.417 2.487
H: 4.101 1.827 1.731
H: 2.483 1.060 1.269
C: 12.690 -1.629 0.097
C: 11.908 -0.544 -0.619
O: 10.522 -0.849 -0.641
P: 9.625 -0.571 0.723
O: 9.563 0.955 0.606
O: 8.128 -0.813 0.038
C: 7.055 0.084 0.311
C: 6.790 0.943 -0.909
O: 9.695 -2.254 1.019
C: 8.551 -2.995 1.432
C: 8.044 -3.818 0.261
H: 12.435 -1.652 1.160
H: 13.765 -1.456 0.004
H: 12.453 -2.612 -0.314
H: 12.076 0.433 -0.155
H: 12.239 -0.480 -1.658
H: 7.257 0.695 1.194
H: 6.169 -0.518 0.535
H: 7.680 1.499 -1.207
H: 5.980 1.652 -0.720
H: 6.513 0.315 -1.761
H: 7.775 -2.349 1.847
H: 8.869 -3.671 2.231
H: 7.747 -3.185 -0.578
H: 7.189 -4.429 0.551
H: 8.836 -4.472 -0.115
C: 1.894 -4.462 1.372
C: 1.813 -3.159 2.143
O: 0.864 -3.255 3.197
P: 1.300 -4.034 4.591
O: 2.209 -2.936 5.151
O: -0.020 -3.584 5.500
C: 0.148 -3.126 6.838
C: -0.079 -1.629 6.894
O: 0.387 -5.371 4.038
C: -0.486 -6.095 4.898
C: -1.922 -5.729 4.569
H: 2.311 -5.257 1.996
H: 2.528 -4.349 0.488
H: 0.900 -4.788 1.055
H: 2.794 -2.872 2.536
H: 1.476 -2.362 1.479
H: 1.130 -3.397 7.236
H: -0.598 -3.634 7.458
H: 0.601 -1.098 6.225
H: 0.061 -1.249 7.909
H: -1.094 -1.387 6.567
H: -0.252 -5.929 5.952
H: -0.336 -7.160 4.699
H: -2.112 -4.664 4.719
H: -2.623 -6.295 5.184
H: -2.133 -5.931 3.515

## Properties
SMILES: [H]/N=C(/N)NCCCC[C@]1(CCCO)[C@H](CCCCCCCCCOC)C(=O)O[C@@H]1[C@H](C)CC.CCOP(=O)(OCC)OCC.CCOP(=O)(OCC)OCC
HOMO level, eV: -9.65
Orbital gap, eV: 8.300

Atomic partial charges in e from the Löwdin method, atoms 1 to 5: 0.03 0.11 -0.46 0.09 -0.01


Record 3
Below is a 3-piece molecular cluster, C38H83BClNO12P3 overall, with properties calculated with the ωB97M-V functional and the def2-TZVPD basis.

Element x y z (Å)
C: 5.728 7.638 1.255
C: 6.050 7.884 -0.128
C: 6.522 6.622 -0.983
O: 6.177 6.519 -2.378
P: 4.706 5.541 -2.538
C: 5.451 4.191 -3.656
C: 4.942 2.695 -3.373
C: 6.145 1.608 -3.222
C: 6.170 1.136 -1.671
C: 5.144 -0.054 -1.325
C: 4.422 0.323 0.091
C: 3.053 1.115 -0.199
C: 1.815 0.664 0.737
C: 0.985 1.904 1.359
C: -0.630 1.683 1.296
C: -1.336 2.870 0.474
C: -2.848 3.180 0.905
C: -3.312 4.479 0.030
C: -4.876 4.422 -0.364
C: 4.448 6.656 -4.115
C: 5.805 7.221 -4.724
O: 6.607 6.560 -5.439
Cl: 6.311 8.998 -4.463
C: 2.902 4.951 -2.720
C: 1.779 6.047 -2.402
C: 0.546 5.234 -1.705
C: 1.118 6.704 -3.743
O: 5.108 4.604 -1.094
C: 6.269 5.120 -0.399
B: 7.724 4.435 -0.607
O: 8.127 3.589 -1.701
N: 8.792 4.754 0.433
C: 10.124 4.914 -0.252
C: 8.851 3.711 1.496
H: 6.099 8.284 2.118
H: 5.109 6.712 1.554
H: 5.980 8.953 -0.520
H: 7.678 6.709 -1.006
H: 4.190 6.482 -1.575
H: 6.586 4.324 -3.646
H: 5.121 4.447 -4.735
H: 4.279 2.567 -2.456
H: 4.317 2.348 -4.281
H: 5.927 0.727 -3.921
H: 7.110 2.110 -3.560
H: 7.257 0.933 -1.382
H: 5.846 2.057 -1.049
H: 5.779 -0.985 -1.102
H: 4.391 -0.194 -2.168
H: 5.093 1.031 0.704
H: 4.287 -0.616 0.739
H: 2.736 0.899 -1.284
H: 3.233 2.239 -0.050
H: 1.069 0.091 0.071
H: 2.169 -0.031 1.570
H: 1.263 2.906 0.890
H: 1.252 1.990 2.479
H: -0.852 0.690 0.779
H: -1.096 1.653 2.345
H: -1.331 2.596 -0.638
H: -0.731 3.825 0.697
H: -3.585 2.335 0.685
H: -2.870 3.536 2.001
H: -3.066 5.435 0.614
H: -2.717 4.439 -0.960
H: -5.524 4.490 0.591
H: -5.194 5.305 -1.021
H: -5.135 3.467 -0.939
H: 3.867 7.579 -3.723
H: 3.761 6.171 -4.896
H: 2.758 4.090 -1.959
H: 2.752 4.455 -3.755
H: 2.074 6.848 -1.647
H: 0.906 4.489 -0.915
H: -0.294 5.921 -1.350
H: 0.100 4.592 -2.558
H: 1.691 7.659 -3.981
H: 1.238 5.966 -4.612
H: 0.001 6.900 -3.623
H: 6.059 4.975 0.715
H: 8.695 2.847 -1.407
H: 10.115 5.783 -1.003
H: 10.504 3.953 -0.742
H: 10.918 5.196 0.544
H: 7.775 3.457 1.821
H: 9.410 4.167 2.389
H: 9.396 2.765 1.149
O: -4.048 -1.121 1.387
P: -5.351 -1.929 1.336
O: -4.648 -3.359 0.879
C: -3.989 -4.122 1.882
C: -4.983 -4.806 2.803
O: -5.799 -1.341 -0.152
C: -5.403 -0.041 -0.580
C: -4.204 -0.143 -1.505
O: -6.855 -2.747 1.395
C: -7.648 -3.073 0.257
C: -6.996 -4.027 -0.728
H: -3.306 -3.485 2.451
H: -3.387 -4.876 1.370
H: -5.535 -4.069 3.395
H: -4.473 -5.483 3.491
H: -5.719 -5.374 2.229
H: -5.205 0.616 0.271
H: -6.245 0.396 -1.126
H: -3.388 -0.717 -1.058
H: -3.828 0.851 -1.763
H: -4.482 -0.660 -2.428
H: -7.995 -2.164 -0.237
H: -8.545 -3.559 0.652
H: -6.150 -3.569 -1.242
H: -7.720 -4.333 -1.489
H: -6.629 -4.923 -0.219
O: -5.640 -8.600 3.529
P: -6.696 -9.713 3.444
O: -5.775 -10.842 4.234
C: -5.714 -10.768 5.652
C: -7.004 -11.247 6.292
O: -6.298 -10.092 1.876
C: -5.803 -9.100 0.980
C: -4.290 -9.191 0.890
O: -7.924 -10.900 3.328
C: -7.935 -11.970 2.385
C: -6.786 -12.954 2.517
H: -5.479 -9.747 5.965
H: -4.888 -11.408 5.974
H: -7.830 -10.567 6.061
H: -6.902 -11.300 7.378
H: -7.284 -12.233 5.915
H: -6.133 -8.099 1.272
H: -6.237 -9.300 -0.004
H: -3.818 -9.157 1.875
H: -3.888 -8.374 0.284
H: -3.996 -10.140 0.433
H: -8.013 -11.580 1.369
H: -8.867 -12.514 2.568
H: -5.830 -12.504 2.245
H: -6.949 -13.811 1.856
H: -6.701 -13.319 3.544

## Properties
Energy relative to the best compared isomer or geometry (same formula, charge and spin), kcal per mole: 91.5
HOMO level, eV: -4.60
Total charge: -1
Orbital gap, eV: 3.308

Atomic partial charges in e from the Löwdin method, atoms 1 to 5: -0.04 -0.07 -0.30 -0.34 0.60


| no. | molecular weight (g mol⁻¹) |
| --- | --- |
| 1 | 802.9 |
| 2 | 834.0 |
| 3 | 885.3 |